No. 1
100
Properties=species:S:1:pos:R:3 method="wB97M-V/def2-TZVPD" total_energy_ev=-64793.6032
C -3.31044 7.23207 1.47606
N -3.05896 5.80985 1.56347
C -4.07331 4.93123 1.79951
O -5.25437 5.23047 1.98800
C -3.45161 3.52256 1.79998
C -4.06729 2.60336 0.74352
C -5.55089 2.38145 0.93290
C -6.43477 2.67838 -0.10356
C -7.81103 2.55957 0.09632
C -8.29679 2.09720 1.33160
C -7.40531 1.75244 2.34890
C -6.02656 1.88383 2.15574
N -2.03327 3.80036 1.55828
C -1.13437 2.79139 1.45480
C 0.23276 2.99046 1.26171
C 1.19549 1.99521 1.22803
C 2.60826 2.32679 1.29976
C 3.63048 1.51122 1.88723
C 4.98365 1.79386 1.75065
C 5.36616 3.06330 1.29396
C 6.75396 3.40879 1.29380
N 7.89153 3.67788 1.23320
C 4.38133 3.97066 0.86558
C 3.04673 3.58944 0.80831
C -1.72510 5.23526 1.42507
C -1.15714 5.58639 0.04656
C -0.81740 5.77544 2.54325
H -4.38226 7.40625 1.60130
H -2.76582 7.77744 2.25527
H -3.00253 7.63342 0.50332
H -3.62369 3.09304 2.80683
H -3.88132 3.05197 -0.24773
H -3.51990 1.64777 0.78012
H -6.02943 3.04189 -1.05530
H -8.49675 2.83316 -0.70232
H -9.37191 2.00674 1.49117
H -7.77131 1.38584 3.31242
H -5.31316 1.63311 2.94265
H -1.54305 1.79034 1.56385
H 0.55924 4.01809 1.17876
H 0.85873 0.95747 1.23649
H 3.37550 0.62631 2.46425
H 5.73369 1.05377 2.05699
H 4.67992 4.98237 0.58370
H 2.33669 4.28819 0.37186
H -1.90245 5.36223 -0.72768
H -0.91061 6.65567 0.02461
H -0.25281 5.01969 -0.17402
H -1.36126 5.77726 3.49749
H 0.08766 5.17533 2.65282
H -0.52607 6.80816 2.30386
C 4.68418 -4.40826 1.40295
C 4.24088 -5.22252 0.21079
C 4.92443 -6.56171 0.13367
C 2.69368 -5.56206 0.32442
O 1.86510 -4.51886 -0.19176
B 2.38819 -4.05628 -1.38649
C 1.54745 -4.18729 -2.62511
C 0.29195 -4.79202 -2.53458
C -0.25198 -5.35331 -3.66690
C 0.42055 -5.14273 -4.86141
C -0.03231 -5.95195 -6.03197
F 0.74343 -5.78239 -7.14390
F -0.01954 -7.29959 -5.75856
F -1.32328 -5.62399 -6.36627
C 1.53409 -4.33250 -5.00493
C 2.06502 -3.78711 -3.85506
C 1.18001 -0.33253 -0.27931
C 2.23174 -0.93218 0.68739
C -0.02778 -1.08479 -0.47449
C -0.75012 -1.05551 -1.71735
C -2.05047 -1.51235 -1.77784
C -2.63155 -2.15723 -0.66745
C -1.80854 -2.50687 0.41243
C -0.51794 -2.02215 0.50207
O 3.64685 -3.49614 -1.50711
C 4.63482 -4.47188 -1.12690
H 4.18183 -3.44140 1.41813
H 4.44462 -4.93976 2.31995
H 5.75729 -4.24037 1.35396
H 4.54561 -7.08184 -0.75385
H 6.00217 -6.43155 0.02935
H 4.68345 -7.15510 1.01552
H 2.44689 -6.50916 -0.20290
H 2.42948 -5.72656 1.37415
H -0.24865 -4.77956 -1.59858
H -1.13968 -5.97791 -3.62717
H 1.99650 -4.18022 -5.97176
H 2.84364 -3.04069 -3.90873
H 1.63854 -0.01765 -1.24208
H 3.14725 -1.14794 0.10755
H 2.48557 -0.33041 1.58155
H 1.91650 -1.92600 1.03258
H -0.24384 -0.69423 -2.61433
H -2.65578 -1.34398 -2.66320
H -3.68245 -2.43743 -0.66781
H -2.20701 -3.13216 1.21381
H 0.14876 -2.40350 1.27820
H 5.59369 -3.94927 -1.00266
H 4.77787 -5.18351 -1.97133

---

No. 2
11
Properties=species:S:1:pos:R:3 method="wB97M-V/def2-TZVPD" smiles="[H]/N=C/N/C=C/Cl" relative_energy_kj_mol=201.3 total_energy_ev=-18692.0250
H -2.48731 -2.07065 -0.08005
N -1.70680 -1.35773 0.04916
C -2.31046 -0.19181 -0.06977
N -1.57704 1.05414 -0.04156
C -0.13504 1.02259 0.11740
C 0.58494 -0.12992 0.29753
Cl 2.46234 -0.18516 -0.10193
H -3.43104 -0.00613 -0.49638
H -1.86889 1.96947 -0.29819
H 0.11935 2.17369 0.24764
H -0.04172 -0.99876 0.23567

---

No. 3
99
Properties=species:S:1:pos:R:3 method="wB97M-V/def2-TZVPD" s2=0.7569 relative_energy_kj_mol=1028.3 spin_multiplicity=2 total_energy_ev=-250643.3024
Sn -0.96525 0.41229 -1.36305
C -1.05389 2.16106 -5.85930
C -1.19591 1.11313 -4.94287
N -1.10491 1.55927 -3.70030
N -0.89330 2.89923 -3.78132
C -0.87252 3.27907 -5.07638
B -1.14546 3.70939 -2.48126
N -0.06198 3.41951 -1.39326
C 1.15637 3.99477 -1.34415
C 1.75345 3.65091 -0.15174
C 0.80296 2.84251 0.48323
N -0.28571 2.70822 -0.26191
N -2.55298 3.27424 -1.99157
C -3.72677 3.88445 -2.24704
C -4.75066 3.01691 -1.94102
C -4.09750 1.85520 -1.51774
N -2.78253 2.01537 -1.55723
N -1.14022 5.22593 -2.69550
C -1.63422 6.14956 -1.83585
C -1.16097 7.38140 -2.21137
C -0.34708 7.10651 -3.32462
N -0.32591 5.81484 -3.60323
H -1.06893 2.11091 -6.93394
H -1.36547 0.06489 -5.12701
H -0.71212 4.30742 -5.33952
H 1.50263 4.61297 -2.15718
H 2.72774 3.94339 0.19923
H 0.85456 2.34358 1.43887
H -3.75811 4.88493 -2.64450
H -5.80845 3.19677 -2.01677
H -4.52358 0.91915 -1.19256
H -2.25864 5.86405 -1.00433
H -1.37018 8.33222 -1.75284
H 0.22054 7.79251 -3.93376
N 1.01408 -4.18193 -3.38110
C 1.96048 -2.99957 -3.44726
C 3.26557 -3.41694 -4.09035
P 1.10428 -1.67772 -4.42438
O -1.14816 -2.57781 -3.67886
O 1.91727 -0.45105 -4.51625
O -0.24942 -1.45433 -3.49425
P 2.33097 -2.31825 -1.56588
O 1.44734 -4.56799 -0.71162
O 1.81739 -0.91190 -1.52556
O 0.97692 -3.20680 -0.91169
H 1.11467 -4.78822 -4.19335
H 0.03525 -3.83232 -3.33776
H 1.17265 -4.72789 -2.52218
H 3.13059 -3.81880 -5.09931
H 3.77552 -4.16255 -3.47524
H 3.91748 -2.54584 -4.16015
H -1.77049 -2.34725 -2.91381
H 1.06640 -4.76077 0.15395
Br -3.99365 -3.93940 -2.52840
C -4.07635 -2.91285 -0.94178
C -4.95622 -3.32339 0.07563
C -5.03618 -2.63385 1.24760
Br -6.23004 -3.23063 2.59051
C -4.24026 -1.47873 1.45442
C -4.24310 -0.69257 2.62890
C -3.45176 0.41793 2.71035
C -2.63630 0.75415 1.61626
N -2.59180 0.02502 0.53010
C -3.37118 -1.07739 0.41682
C -3.25377 -1.80810 -0.82348
O -2.39396 -1.41920 -1.72110
H -5.56867 -4.20021 -0.08189
H -4.87887 -0.98133 3.45461
H -3.44450 1.03596 3.59729
H -2.00938 1.64074 1.62617
C 6.80936 -2.56033 6.18807
C 5.38783 -2.82469 5.71026
S 4.55782 -1.28153 5.40639
O 5.09592 -0.70657 4.19639
O 4.55791 -0.50705 6.62077
C 2.88082 -1.77638 5.06072
C 2.07576 -0.56811 4.57447
N 1.11814 -0.93110 3.53786
C 1.29463 -0.70739 2.20769
N 0.25096 -1.10651 1.49719
C -0.63808 -1.61988 2.38578
C -0.12899 -1.51855 3.64708
N -0.72485 -1.94766 4.86492
O -1.86685 -2.36197 4.80715
O -0.05835 -1.87852 5.89097
C 2.53365 -0.11729 1.63245
H 7.31987 -3.50810 6.35169
H 6.80316 -2.00041 7.12133
H 7.36738 -1.99256 5.44470
H 4.79796 -3.35907 6.45668
H 5.36692 -3.37294 4.76791
H 2.45939 -2.20177 5.96887
H 2.93385 -2.54283 4.28559
H 2.74272 0.16798 4.13037
H 1.55053 -0.10608 5.40315
H -1.58466 -2.04754 2.09981
H 2.70540 0.89795 1.99601
H 2.42082 -0.08960 0.54970
H 3.41317 -0.70630 1.90080

---

No. 4
16
Properties=species:S:1:pos:R:3 method="wB97M-V/def2-TZVPD" total_charge=-1 smiles="O=C([O-])[C@@H]1CCCN1" relative_energy_kj_mol=223.2 total_energy_ev=-10898.9684
O -2.68566 0.55082 -1.35099
C -1.67184 -0.06082 -1.61505
O -1.36758 -0.82630 -2.55225
C -0.28438 0.32280 -0.79534
C 0.93402 -0.49332 -0.58198
C 1.16005 -0.54471 0.93867
C 0.02623 0.46944 1.58185
N -0.97043 0.33691 0.46482
H -0.10196 1.29590 -1.32047
H 1.03940 -1.63210 -0.79870
H 1.92050 -0.16842 -1.09607
H 1.27813 -1.47050 1.34079
H 2.19531 -0.18333 0.97759
H 0.57847 1.41618 1.84635
H -0.39387 0.03777 2.45993
H -1.65639 0.94966 0.50085

---

No. 5
131
Properties=species:S:1:pos:R:3 method="wB97M-V/def2-TZVPD" total_energy_ev=-90204.5277
Au 0.06749 -0.23345 0.10598
C -3.85023 -2.59735 -1.92523
C -2.88226 -2.08678 -0.85472
C -2.77126 -3.08925 0.29240
P -1.17086 -1.59323 -1.37580
C -1.24822 -1.00182 -3.12030
C -2.19914 0.16582 -3.35107
C 0.16380 -0.62739 -3.56636
C -0.25083 -3.13487 -1.60646
C -0.79119 -4.11355 -2.45064
C -0.11955 -5.25846 -2.82631
C -0.74858 -6.30483 -3.70598
C 1.19493 -5.38903 -2.35244
C 1.77020 -4.45497 -1.53095
C 1.06280 -3.29872 -1.06711
N 1.56725 -2.44450 -0.17177
C 2.92362 -2.54684 0.15508
C 3.36301 -3.28475 1.26654
C 2.44180 -4.25962 1.95007
C 4.68389 -3.16648 1.69579
C 5.60960 -2.38028 1.02654
C 7.00725 -2.19348 1.55403
C 5.19197 -1.75015 -0.14381
C 3.88093 -1.82843 -0.58867
C 3.45066 -1.11925 -1.84075
H -4.87206 -2.50406 -1.54956
H -3.68475 -3.65356 -2.13597
H -3.79381 -2.05026 -2.86490
H -3.29868 -1.17055 -0.42881
H -2.33363 -4.02694 -0.05278
H -3.75927 -3.29015 0.71243
H -2.14336 -2.69963 1.09334
H -1.57408 -1.86969 -3.70126
H -1.85241 1.05264 -2.81807
H -3.21745 -0.02960 -3.01766
H -2.23761 0.40471 -4.41678
H 0.52660 0.23243 -2.99569
H 0.16008 -0.35944 -4.62530
H 0.86396 -1.44991 -3.42113
H -1.78730 -3.96501 -2.85501
H -1.65861 -5.92679 -4.17462
H -1.01885 -7.20231 -3.14245
H -0.07022 -6.61935 -4.50197
H 1.77909 -6.25536 -2.64919
H 2.79062 -4.59551 -1.19475
H 2.46076 -4.14508 3.03669
H 2.75229 -5.28298 1.72563
H 1.42087 -4.13623 1.59702
H 4.99712 -3.72032 2.57685
H 7.31332 -3.03809 2.17210
H 7.07819 -1.29550 2.17343
H 7.72766 -2.08537 0.74210
H 5.91067 -1.17822 -0.72473
H 4.27615 -0.55261 -2.27416
H 2.61570 -0.44238 -1.63636
H 3.09105 -1.83013 -2.58838
C 2.28813 3.05710 1.89280
O 1.28704 2.18210 1.31715
C 1.44676 0.90520 1.19655
C 2.77483 0.36588 1.58997
H 2.37709 2.85924 2.95979
H 1.91293 4.06097 1.72970
H 3.24591 2.92488 1.39535
H 3.14539 0.76516 2.53791
H 3.47587 0.65485 0.79594
H 2.76509 -0.71761 1.63393
C -0.07131 -2.11008 3.11839
P -1.14805 -0.61995 3.16984
C -2.75508 -1.30926 3.71036
C -3.05235 -2.66747 3.72992
C -4.32768 -3.10922 4.06574
C -5.31798 -2.19842 4.39363
C -5.03016 -0.83793 4.38792
C -3.76503 -0.40023 4.03743
C -0.53036 0.04345 4.77929
C 0.57450 0.89169 4.74354
C 1.19376 1.32332 5.90639
C 0.70137 0.91948 7.13905
C -0.40918 0.08914 7.19274
C -1.01789 -0.34736 6.02439
H -0.16006 -2.70694 4.02781
H 0.96113 -1.77267 3.01522
H -0.28673 -2.71594 2.23842
H -2.28968 -3.39719 3.49034
H -4.54331 -4.17022 4.06680
H -6.31029 -2.54333 4.65394
H -5.79595 -0.11936 4.65110
H -3.54884 0.66286 4.02915
H 0.95513 1.21751 3.78249
H 2.06344 1.96701 5.85350
H 1.17545 1.25531 8.05214
H -0.79845 -0.23210 8.15049
H -1.87660 -1.00439 6.08670
C 0.74679 3.73774 -1.28028
C -0.71112 4.24128 -1.26994
C -1.21825 4.08029 -2.70960
C -0.70506 5.72351 -0.90970
P -1.66487 3.06294 -0.09984
C -3.32902 2.92620 -0.88176
C -4.13554 3.96632 -1.34844
C -5.43667 3.73058 -1.76479
C -5.96560 2.44517 -1.71958
C -5.17298 1.39673 -1.28114
C -3.86909 1.64412 -0.87395
C -2.27021 3.88740 1.51638
C -1.14527 3.77811 2.55018
C -2.77647 5.32899 1.48848
C -3.42179 2.99851 2.01318
H 1.22235 4.00712 -2.22719
H 0.79813 2.65302 -1.17589
H 1.33711 4.19228 -0.48165
H -0.60076 4.71160 -3.35533
H -2.25588 4.36427 -2.85508
H -1.09894 3.05180 -3.05475
H -0.04432 6.25883 -1.59973
H -0.32681 5.89134 0.09942
H -1.69564 6.17388 -0.98219
H -3.74979 4.97760 -1.39727
H -6.04248 4.55315 -2.12359
H -6.98866 2.26770 -2.02550
H -5.56538 0.38680 -1.25619
H -3.23961 0.83264 -0.53080
H -0.31504 4.45105 2.31681
H -0.76761 2.75775 2.61553
H -1.52722 4.06416 3.53501
H -2.00043 6.04599 1.24011
H -3.14344 5.58476 2.48841
H -3.61149 5.45751 0.79858
H -3.18255 1.93494 1.92293
H -4.35267 3.18662 1.47972
H -3.58773 3.21594 3.07313

---

No. 6
14
Properties=species:S:1:pos:R:3 method="wB97M-V/def2-TZVPD" relative_energy_kj_mol=369.0 total_energy_ev=-8265.5011
H 0.73744 0.83096 1.63202
N 1.53748 1.27666 1.15993
C 2.24070 0.39987 0.50642
N 1.77959 -0.88186 0.16594
H 3.32815 0.60240 0.26070
H 2.46203 -1.34811 -0.51941
H 0.75443 -0.99321 -0.07930
C -2.69859 -0.31516 -0.15341
C -1.61801 0.06522 -0.95666
O -0.57224 0.88816 -0.56319
H -2.90229 -0.40564 1.02661
H -3.46891 -0.87259 -0.71495
H -1.60830 -0.35831 -2.01145
H 0.02851 1.11160 0.24676

---

Repeat the second record exactly.
11
Properties=species:S:1:pos:R:3 method="wB97M-V/def2-TZVPD" smiles="[H]/N=C/N/C=C/Cl" relative_energy_kj_mol=201.3 total_energy_ev=-18692.0250
H -2.48731 -2.07065 -0.08005
N -1.70680 -1.35773 0.04916
C -2.31046 -0.19181 -0.06977
N -1.57704 1.05414 -0.04156
C -0.13504 1.02259 0.11740
C 0.58494 -0.12992 0.29753
Cl 2.46234 -0.18516 -0.10193
H -3.43104 -0.00613 -0.49638
H -1.86889 1.96947 -0.29819
H 0.11935 2.17369 0.24764
H -0.04172 -0.99876 0.23567